Computed, not measured: a molecular structure, C10H16LuN3O7, with wB97M-V/def2-TZVPD.

Computed properties:
LUMO energy   0.4 eV
HOMO   -9.00 eV

Last column: Löwdin charge in e.
Geometry (Å):
Lu -0.4499 0.7218 -0.5783  1.708
O 1.5442 -0.7034 -0.5441  -0.139
C 2.3898 -0.6814 -1.7061  -0.185
C 1.5796 -0.8086 -2.9773  -0.145
N 0.4992 0.1714 -3.0121  -0.203
C -0.7753 -0.3371 -3.5552  -0.086
C -1.3037 -1.4049 -2.5998  -0.622
O -1.5226 -2.5284 -2.9817  0.077
O -1.3982 -0.9737 -1.3517  -0.207
C 0.8834 1.5579 -3.3807  -0.060
C 0.3654 2.2439 -2.1430  -0.666
O -0.8880 2.3632 -2.0362  -0.064
O 1.0967 2.1939 -1.1031  -0.091
H 1.2671 -1.5995 -0.3153  0.112
H 2.9075 0.2748 -1.6627  0.118
H 3.1274 -1.4791 -1.6190  0.130
H 2.2421 -0.7064 -3.8459  0.135
H 1.1293 -1.8017 -3.0318  0.132
H -1.4759 0.4982 -3.5743  0.127
H -0.6777 -0.7599 -4.5572  0.132
H 1.9655 1.6449 -3.4424  0.128
H 0.4133 1.8952 -4.3023  0.133
C -0.3351 -0.4299 4.9715  -0.024
C -0.3238 -0.5356 3.4665  -0.273
N 0.3051 -1.3819 2.7553  0.043
O 1.0581 -2.3419 3.4013  -0.031
C -1.1495 0.4704 2.7224  -0.273
C -2.2136 1.2511 3.4311  -0.019
N -0.9406 0.6429 1.4866  -0.161
O -1.7498 1.5118 0.7827  -0.301
H 0.4790 -0.9395 5.4841  0.070
H -1.2661 -0.8154 5.3910  0.096
H -0.2549 0.6144 5.2721  0.093
H 0.9343 -2.2338 4.3577  0.063
H -2.5507 0.7599 4.3411  0.072
H -3.0589 1.3962 2.7638  0.082
H -1.8528 2.2498 3.6930  0.100

Computed, not measured: a molecular structure, C17H16ClGaI2O6P, with wB97M-V/def2-TZVPD.

Computed properties:
LUMO energy   0.3 eV
HOMO   -4.34 eV
Net charge   -1

Last column: Löwdin charge in e.
Geometry (Å):
C -2.9278 -3.3009 3.2052  -0.187
C -4.3357 -3.5916 2.5922  -0.872
I -5.7120 -4.8324 3.7429  0.619
C -4.6609 -3.0918 1.3685  -0.806
I -6.6416 -3.5386 0.5610  0.577
Ga -3.3663 -1.8966 0.2535  0.171
C -1.6890 -2.9763 -0.2527  -0.209
C -0.3637 -2.1889 -0.1904  -0.447
O 0.1363 -1.9029 0.8894  -0.010
C 0.4239 -1.7171 -1.4549  -0.108
C 1.7811 -1.1760 -1.3870  -0.023
C 2.5022 -0.7028 -2.5647  -0.091
C 1.8612 -0.7652 -3.8724  -0.100
C 0.5253 -1.3322 -3.9559  -0.092
C -0.1908 -1.8073 -2.7836  -0.022
P -2.9683 0.0123 1.5686  0.392
O -4.2981 1.0517 1.2263  -0.492
Cl -1.2847 1.0877 0.8893  0.163
H -2.7867 -2.2548 3.5676  0.053
H -2.8202 -3.9718 4.1051  0.047
H -2.1124 -3.6174 2.4970  0.063
H -4.1810 -1.4586 -1.0562  -0.065
H -1.8316 -3.3064 -1.3232  0.037
H -1.6100 -3.9066 0.3638  0.062
H 2.3117 -1.1039 -0.4088  0.108
H 3.5257 -0.2693 -2.4441  0.092
H 2.4089 -0.3869 -4.7643  0.089
H 0.0526 -1.4042 -4.9672  0.093
H -1.2066 -2.2309 -2.9192  0.098
H -4.0428 1.6934 0.5358  0.013
C 2.8646 3.5494 -0.8749  0.081
C 3.9755 4.2309 -0.5850  -0.236
C 4.3002 4.6381 0.8161  -0.324
O 5.3365 5.2437 1.0357  0.091
C 3.3500 4.2930 1.8697  0.069
C 2.2334 3.6124 1.5815  -0.225
C 1.9224 3.1821 0.1845  -0.307
O 0.9089 2.5524 -0.0272  0.035
O 1.3435 3.2850 2.5319  0.109
O 4.8595 4.5843 -1.5422  0.090
H 2.6194 3.2470 -1.8841  0.136
H 3.5886 4.6087 2.8759  0.133
H 0.6287 2.7959 2.0713  0.083
H 5.5701 5.0632 -1.0748  0.112

Listing energy above the lowest of the compared OMol25 structures with the same formula, charge and spin for the structures above in their given order: 0.0 30.6 kcal per mole.